[1]
Molecular formula: C3H6N2OS2
Method: DFT, ωB97M-V with the def2-TZVPD basis set

The geometry in XYZ format:
```
14
Properties=species:S:1:pos:R:3
C -0.926 0.294 -2.282
C -0.330 0.119 -0.795
N -0.971 -0.108 0.286
O -2.441 -0.152 0.234
S 1.354 0.070 -0.495
N 1.504 0.417 1.049
C 1.935 -0.422 2.001
S 1.699 -0.152 3.680
H -1.425 1.341 -2.768
H 0.034 -0.181 -2.833
H -1.716 -0.598 -2.190
H -2.591 -0.483 1.114
H 1.379 1.379 1.397
H 2.494 -1.523 1.601
```

HOMO energy: -8.7 eV
LUMO level: 0.222 eV
relative energy (zero: lowest compared OMol25 entry of this formula, charge and spin): 129.0 kcal per mole
SMILES: C/C(=N\O)SNC=S
net charge: 0

Mulliken charges in e: -0.7328, 0.4462, -0.3411, -0.4171, -0.1124, -0.1510, -0.0420, -0.2939, 0.2680, 0.2328, 0.2753, 0.3653, 0.2849, 0.2178

[2]
Molecular formula: C2HO4S
Method: DFT, ωB97M-V with the def2-TZVPD basis set

The geometry in XYZ format:
```
8
Properties=species:S:1:pos:R:3
C -0.471 -0.056 0.103
C -1.296 0.957 -0.411
O -0.679 -1.359 -2.250
O -1.383 2.182 -0.364
O -2.036 -2.335 -0.461
O -2.384 0.079 -1.084
S -1.388 -1.142 -0.982
H 0.534 -0.423 0.245
```

HOMO energy: -4.3 eV
LUMO level: 4.010 eV
relative energy (zero: lowest compared OMol25 entry of this formula, charge and spin): 27.9 kcal per mole
net charge: -1

Mulliken charges in e: -0.5456, 0.5413, -0.6273, -0.6671, -0.6306, -0.3476, 0.9629, 0.3140

[3]
Molecular formula: C27H28BN10SeV
Method: DFT, ωB97M-V with the def2-TZVPD basis set

The geometry in XYZ format:
```
68
Properties=species:S:1:pos:R:3
V 0.104 -0.626 0.000
C 2.647 -3.727 -0.001
C 3.044 -2.289 -0.001
C 4.343 -1.777 -0.001
C 4.202 -0.406 0.000
C 5.244 0.660 0.000
N 2.885 -0.131 0.000
N 2.157 -1.299 0.000
B 2.176 1.240 0.000
N 1.300 1.336 1.318
N 0.549 0.264 1.768
C 0.056 0.586 2.954
C -0.861 -0.345 3.670
C 0.496 1.864 3.314
C 1.278 2.300 2.265
C 2.038 3.575 2.118
N 1.300 1.336 -1.318
N 0.549 0.265 -1.768
C 0.057 0.586 -2.954
C -0.860 -0.345 -3.670
C 0.496 1.865 -3.314
C 1.279 2.300 -2.265
C 2.039 3.575 -2.118
H 3.533 -4.358 -0.002
H 2.066 -3.982 -0.889
H 2.067 -3.983 0.887
H 5.264 -2.334 -0.001
H 6.233 0.208 0.000
H 5.165 1.297 0.881
H 5.164 1.297 -0.881
H 2.953 2.141 0.000
H -0.815 -1.341 3.229
H -1.892 0.009 3.616
H -0.597 -0.425 4.724
H 0.288 2.398 4.226
H 1.801 4.240 2.946
H 1.790 4.086 1.188
H 3.114 3.400 2.119
H -0.815 -1.341 -3.229
H -0.596 -0.424 -4.724
H -1.892 0.010 -3.616
H 0.289 2.399 -4.226
H 1.802 4.240 -2.946
H 3.115 3.400 -2.118
H 1.790 4.087 -1.188
Se -7.427 -1.838 0.000
N -5.993 -2.906 0.000
C -4.945 -2.130 0.000
C -3.569 -2.646 0.000
C -3.282 -4.005 0.000
C -1.955 -4.384 0.000
C -0.966 -3.421 0.000
N -1.215 -2.096 0.000
C -2.529 -1.727 0.000
C -2.788 -0.285 0.000
N -1.699 0.496 0.000
C -1.859 1.820 0.000
C -3.110 2.416 0.000
C -4.235 1.612 0.000
C -4.077 0.233 0.000
C -5.198 -0.714 0.000
N -6.448 -0.344 0.000
H -4.087 -4.727 0.000
H -1.673 -5.427 0.001
H 0.079 -3.690 0.000
H -0.946 2.403 0.000
H -3.192 3.493 0.000
H -5.232 2.034 0.000
```

HOMO energy (spin up / spin down): -9.6 / -11.4 eV
LUMO level (spin up / spin down): -3.335 / -3.447 eV
multiplicity: 4
relative energy (zero: lowest compared OMol25 entry of this formula, charge and spin): 0.0 kcal per mole
net charge: +1

Mulliken charges in e: -0.3490, -1.4846, 0.8048, -1.5059, 0.8177, -1.4043, 0.4786, 0.3967, -0.4586, 1.0113, -0.4133, 0.8179, -1.5204, -1.3231, 0.8326, -1.2785, 1.0356, -0.4153, 0.8181, -1.5249, -1.3192, 0.8314, -1.2951, 0.4246, 0.3086, 0.3111, 0.4775, 0.3911, 0.2694, 0.2703, -0.1103, 0.2760, 0.2340, 0.4648, 0.5342, 0.4103, 0.1742, 0.2436, 0.2736, 0.4656, 0.2359, 0.5351, 0.4099, 0.2489, 0.1779, 0.2780, -0.8427, 0.6829, 0.6978, -0.6012, -0.8490, -0.4134, 0.6047, -0.2812, -0.6637, 0.7809, -0.2929, -1.0987, -0.6503, 0.6705, 0.6815, -0.8535, 0.5733, 0.4905, 0.0821, 0.3752, 0.4928, 0.5575

[4]
Molecular formula: C3H10BBeCl6
Method: DFT, ωB97M-V with the def2-TZVPD basis set

The geometry in XYZ format:
```
21
Properties=species:S:1:pos:R:3
Be -4.671 -16.299 -17.327
B -6.622 -17.694 -16.648
H -5.663 -18.147 -16.448
H -6.809 -17.513 -17.695
H -7.433 -18.295 -16.267
H -6.569 -16.726 -16.174
C -9.288 -20.483 -17.285
Cl -7.887 -20.468 -18.413
Cl -10.897 -20.654 -18.108
H -9.341 -21.340 -16.614
H -9.103 -19.586 -16.695
C -5.040 -21.329 -16.418
Cl -4.387 -20.853 -14.781
Cl -3.561 -21.434 -17.440
H -5.547 -22.289 -16.327
H -5.701 -20.616 -16.912
C -9.762 -16.369 -15.064
Cl -10.800 -15.018 -15.569
Cl -10.737 -17.729 -14.292
H -9.172 -16.654 -15.936
H -9.015 -16.046 -14.339
```

HOMO energy (spin up / spin down): -15.7 / -15.6 eV
LUMO level (spin up / spin down): -13.019 / -13.559 eV
multiplicity: 2
net charge: +2

Mulliken charges in e: 1.1579, 0.1671, -0.0905, 0.0258, -0.2684, -0.0440, 0.1721, -0.0759, 0.0207, 0.3414, -0.0706, 0.2523, 0.0781, 0.0751, 0.3686, -0.1922, 0.1219, -0.1009, -0.1377, -0.0877, 0.2866

[5]
Molecular formula: C44H48ClIN3OP2W
Method: DFT, ωB97M-V with the def2-TZVPD basis set

The geometry in XYZ format:
```
101
Properties=species:S:1:pos:R:3
W -0.281 -0.543 -0.119
C -1.835 2.977 3.174
C -1.195 2.418 1.904
C 0.298 2.743 1.855
P -1.487 0.616 1.730
C -3.332 0.423 1.702
C -4.010 0.101 3.032
C -3.781 -0.576 0.635
C -0.642 -0.213 3.097
C -1.104 -0.455 4.389
C -0.382 -1.242 5.277
C -0.883 -1.513 6.669
C 0.820 -1.789 4.831
C 1.316 -1.525 3.567
C 0.601 -0.710 2.697
N 1.054 -0.426 1.368
C 2.463 -0.248 1.220
C 3.273 0.192 2.268
C 4.635 0.347 2.083
C 5.252 0.080 0.861
C 6.731 0.273 0.674
C 4.436 -0.316 -0.187
C 3.059 -0.474 -0.021
P 1.904 -0.672 -1.388
C 2.118 -2.339 -2.145
C 3.443 -2.527 -2.882
C 1.951 -3.403 -1.056
C 2.447 0.599 -2.600
C 1.574 0.574 -3.852
C 2.489 1.989 -1.966
H -1.648 4.050 3.237
H -1.401 2.515 4.064
H -2.915 2.833 3.197
H -1.680 2.847 1.021
H 0.823 2.291 2.700
H 0.433 3.824 1.917
H 0.765 2.395 0.934
H -3.644 1.424 1.383
H -3.696 -0.875 3.405
H -5.089 0.061 2.875
H -3.815 0.848 3.800
H -3.524 -1.597 0.924
H -3.341 -0.363 -0.341
H -4.867 -0.526 0.533
H -2.043 -0.035 4.717
H -1.854 -1.050 6.838
H -0.191 -1.124 7.418
H -0.986 -2.584 6.848
H 1.385 -2.437 5.492
H 2.261 -1.953 3.260
H 2.841 0.409 3.235
H 5.240 0.689 2.916
H 7.281 0.046 1.586
H 6.956 1.307 0.405
H 7.117 -0.366 -0.120
H 4.882 -0.491 -1.159
H 1.291 -2.429 -2.857
H 4.277 -2.518 -2.180
H 3.620 -1.769 -3.644
H 3.448 -3.498 -3.380
H 2.767 -3.340 -0.334
H 1.973 -4.397 -1.504
H 1.016 -3.302 -0.504
H 3.470 0.312 -2.868
H 0.555 0.877 -3.608
H 1.551 -0.411 -4.324
H 1.961 1.282 -4.587
H 1.487 2.308 -1.679
H 2.885 2.702 -2.691
H 3.127 2.018 -1.083
Cl -3.815 -6.121 -2.621
C -2.969 -4.988 -1.628
C -2.773 -5.252 -0.305
C -2.087 -4.339 0.537
I -1.842 -4.752 2.545
C -1.601 -3.172 0.014
O -0.942 -2.239 0.695
C -1.813 -2.898 -1.354
N -1.315 -1.697 -1.757
C -1.502 -1.331 -3.015
C -2.171 -2.145 -3.936
C -2.660 -3.366 -3.541
C -2.495 -3.776 -2.206
H -3.150 -6.174 0.116
H -1.119 -0.358 -3.290
H -2.295 -1.797 -4.951
H -3.177 -4.011 -4.238
N -2.852 7.909 -5.054
C -2.562 6.948 -4.495
C -2.200 5.744 -3.797
C -3.064 4.651 -3.807
C -2.717 3.494 -3.136
C -1.500 3.410 -2.452
C -0.641 4.513 -2.448
C -0.989 5.673 -3.113
C -1.140 2.210 -1.761
C -0.842 1.186 -1.165
H -4.003 4.716 -4.337
H -3.387 2.644 -3.137
H 0.299 4.457 -1.916
H -0.326 6.528 -3.108
```

HOMO energy (spin up / spin down): -9.8 / -9.6 eV
LUMO level (spin up / spin down): -3.794 / -3.794 eV
net charge: +1

Here are the Mulliken charges for atoms 1 to 99, given in e: 2.0883, -1.3221, 0.8689, -1.3954, -0.0258, 0.9043, -1.8569, -1.5712, 0.4954, -0.8655, 0.4725, -1.6799, -1.0668, -0.5306, -0.3858, 0.8101, 0.7334, -0.5767, -1.1072, 0.2169, -1.7065, -0.6177, -0.2822, 0.3155, 0.7872, -1.6254, -1.5260, 0.6356, -1.2584, -1.3387, 0.4477, 0.2878, 0.3640, 0.3640, 0.2080, 0.6474, -0.0463, 0.5732, 0.3915, 0.4751, 0.3223, 0.2839, 0.1509, 0.6091, 0.3733, 0.3635, 0.3552, 0.3508, 0.4369, 0.6682, 0.5373, 0.4245, 0.4134, 0.3107, 0.3882, 0.3889, 0.2638, 0.3169, 0.3747, 0.5093, 0.2606, 0.5094, 0.3093, 0.7111, -0.0485, 0.3120, 0.5542, -0.1239, 0.5600, 0.2449, -0.2394, 0.5610, -0.3717, 0.1675, 0.0846, -0.9935, -0.7769, 0.4050, 0.5703, -0.3313, -1.3002, -1.0831, 0.4064, 0.4894, 0.3216, 0.5123, 0.5021, -0.4773, -0.1061, 0.5144, -0.8886, -0.3775, 0.0519, -0.3513, -0.8009, 0.0061, 0.2240, 0.4569, 0.4773

[6]
Molecular formula: C5H7N
Method: DFT, ωB97M-V with the def2-TZVPD basis set

The geometry in XYZ format:
```
13
Properties=species:S:1:pos:R:3
C -1.730 1.032 -0.134
C 1.906 -0.043 0.293
C 0.423 -0.121 0.082
C -0.925 -1.871 -0.864
C -0.421 1.031 0.179
N -0.128 -1.263 -0.173
H -1.444 -2.758 -0.528
H 0.093 1.964 0.377
H -2.295 1.951 -0.143
H -2.338 0.139 -0.135
H 2.385 -0.985 0.038
H 2.134 0.184 1.336
H 2.340 0.741 -0.328
```

HOMO energy (spin up / spin down): -7.4 / -7.4 eV
LUMO level (spin up / spin down): 0.439 / 0.438 eV
relative energy (zero: lowest compared OMol25 entry of this formula, charge and spin): 74.4 kcal per mole
net charge: 0

Mulliken charges in e: -0.8140, -1.2146, 0.7261, -0.3987, -0.1819, -0.0157, 0.2252, 0.3149, 0.2646, 0.1683, 0.3281, 0.2836, 0.3141